No. 1
Molecular formula: C3H39O17
Method: DFT, the ωB97M-V functional and the def2-TZVPD basis

Calculated values
charge: -1
frontier orbital gap: 8.1 eV
energy relative to the best compared isomer or geometry (same formula, charge and spin): 213.0 kJ/mol

```
59
Properties=species:S:1:pos:R:3:forces:R:3:nbo_charge:R:1
C -0.259085 -0.797085 0.346898 -2.244 -1.286 -1.413 -0.6511
C 1.200915 -0.782085 0.136898 1.274 0.784 -0.747 0.1006
C 1.687915 -0.782085 -1.337102 -3.175 -2.075 0.152 -0.6287
O 1.545915 0.399915 0.654898 1.843 3.124 1.098 -1.0252
H -0.695085 -0.508085 1.358898 0.804 -0.749 -1.385 0.2383
H -0.655085 -1.686085 -0.163102 -0.385 -0.552 1.122 0.1844
H -0.690085 -0.111085 -0.390102 0.462 0.876 0.496 0.1866
H 1.850915 -1.489085 0.633898 -0.507 -1.478 0.357 0.1444
H 2.586915 -0.240085 -1.371102 1.276 0.304 -0.248 0.2060
H 0.890915 -0.247085 -1.907102 0.733 -0.413 -0.009 0.1690
H 1.729915 -1.859085 -1.646102 0.295 0.993 -0.364 0.2031
O -3.407085 1.033915 0.817898 -1.585 -0.618 0.324 -0.9966
H -3.379085 0.455915 0.044898 0.253 0.274 -0.107 0.4795
H -2.597085 1.512915 0.856898 1.221 0.747 -0.180 0.4916
O 0.270915 0.256915 -4.571102 -0.688 -0.527 -0.687 -0.9644
H 0.147915 -0.549085 -4.048102 0.419 0.239 -0.051 0.4918
H 1.021915 0.752915 -4.237102 0.955 -0.083 0.398 0.5094
O 4.058915 1.971915 -0.752102 1.292 -1.763 -0.306 -0.9751
H 3.529915 1.301915 -0.281102 -0.220 0.593 0.088 0.4991
H 3.514915 2.715915 -0.898102 -1.226 1.203 0.336 0.4733
O -0.053085 1.181915 3.405898 -0.570 -0.310 1.467 -0.9826
H -0.516085 1.551915 2.678898 -0.439 0.942 -1.368 0.4765
H 0.762915 0.848915 3.036898 0.334 -0.363 0.029 0.4916
O 2.151915 -0.441085 3.037898 1.481 0.429 1.072 -1.0055
H 1.945915 -0.163085 2.116898 -0.053 0.395 -1.034 0.5039
H 2.942915 0.091915 3.260898 -0.615 -0.680 -0.087 0.4591
O 0.238915 -2.320085 3.043898 -1.896 -1.097 0.050 -0.9647
H -0.021085 -1.904085 2.215898 0.262 -0.203 0.202 0.4745
H 1.122915 -2.083085 3.233898 1.361 0.809 0.086 0.4848
O 0.845915 2.287915 -1.251102 0.522 1.662 -0.207 -1.0450
H 0.358915 1.968915 -2.025102 -0.062 -0.350 0.455 0.4847
H 1.181915 1.575915 -0.703102 0.324 -1.082 0.580 0.5012
O -2.777085 -0.463085 3.645898 -1.001 -0.603 1.057 -0.9551
H -2.080085 0.146915 3.412898 0.931 0.168 0.490 0.5153
H -2.570085 -0.987085 4.445898 0.472 0.797 -0.791 0.4933
O -3.122085 -1.852085 1.577898 -0.491 -0.927 -1.253 -0.9972
H -3.871085 -1.386085 1.227898 -0.548 0.367 -0.306 0.4714
H -2.960085 -1.383085 2.399898 0.405 0.466 0.951 0.5027
O -2.844085 -0.490085 -1.529102 -1.231 0.216 -0.835 -0.9513
H -2.522085 -1.199085 -1.003102 0.515 -0.975 0.942 0.4741
H -2.100085 0.090915 -1.642102 0.542 0.651 -0.353 0.4932
O -1.732085 -3.831085 0.677898 0.715 -0.941 -1.139 -0.9854
H -1.269085 -3.484085 -0.104102 -0.111 -0.292 0.534 0.4552
H -2.399085 -3.170085 0.874898 -0.288 0.539 0.554 0.4928
O -0.973085 -3.404085 -2.259102 -0.784 0.336 -0.113 -0.9408
H -1.084085 -4.351085 -2.172102 0.267 -0.459 0.100 0.4748
H -1.905085 -3.119085 -2.279102 0.486 0.185 -0.091 0.4744
O -1.034085 1.656915 -2.860102 -0.704 -0.157 0.572 -0.9645
H -0.603085 1.233915 -3.604102 0.121 -1.086 -0.884 0.4874
H -1.136085 2.528915 -3.202102 -0.579 1.331 0.006 0.4744
O 2.578915 1.651915 -3.602102 -0.187 -0.195 -0.918 -0.9648
H 2.803915 2.082915 -2.787102 -0.244 0.512 1.002 0.5012
H 3.250915 0.975915 -3.632102 0.348 -0.489 -0.235 0.4763
O 2.343915 2.542915 1.751898 -0.362 1.550 -0.461 -0.9781
H 1.839915 1.874915 1.261898 -0.154 -0.305 -0.150 0.5066
H 2.818915 2.024915 2.371898 0.702 -0.507 0.867 0.4425
O -0.921085 2.587915 0.769898 -2.244 -1.530 1.581 -0.9848
H -0.391085 2.312915 0.053898 1.365 -0.682 -1.788 0.4979
H -0.659085 3.460915 0.902898 0.615 2.285 0.547 0.4738
```
Forces are in eV/Å.

=====

No. 2
Molecular formula: C3H3AlO3
Method: DFT, the ωB97M-V functional and the def2-TZVPD basis

Calculated values
2S+1: 2
charge: +3
frontier orbital gap (alpha / beta): 4.8 / 7.6 eV
⟨S²⟩: 0.763
energy relative to the best compared isomer or geometry (same formula, charge and spin): 585.9 kJ/mol

```
10
Properties=species:S:1:pos:R:3:forces:R:3:nbo_charge:R:1
O 1.308152 0.670415 1.432465 1.281 -6.315 -2.648 -0.1858
Al 1.608622 -1.059869 -1.813099 -2.497 -0.703 -2.938 2.1715
O 2.054897 -0.705005 -0.269112 1.699 -1.585 1.161 -0.8436
C 1.554879 -0.252123 0.714966 0.012 8.642 5.295 1.1571
O -0.543813 0.099182 -0.393106 0.516 0.433 -3.108 -0.5191
C -0.565933 -0.768823 -1.378309 0.154 2.116 5.223 0.1613
H -1.423460 -1.433093 -1.161059 -0.191 -0.694 -1.820 0.3134
C -1.076873 1.003131 0.797010 -1.827 -2.308 -0.195 0.1992
H -1.805350 0.357853 1.287326 0.101 0.121 0.086 0.2483
H -1.111120 2.088333 0.782918 0.752 0.292 -1.057 0.2977
```
Forces are in eV/Å.

=====

No. 3
Molecular formula: C3H3AuO3
Method: DFT, the ωB97M-V functional and the def2-TZVPD basis

Calculated values
2S+1: 4
charge: +1
frontier orbital gap (alpha / beta): 6.6 / 5.6 eV
⟨S²⟩: 3.759
energy relative to the best compared isomer or geometry (same formula, charge and spin): 0.0 kJ/mol

```
10
Properties=species:S:1:pos:R:3:forces:R:3:nbo_charge:R:1
C -0.975977 -1.352932 0.777846 -0.253 -3.450 0.621 -0.0707
C -0.731087 -0.066456 0.547401 1.718 5.053 -1.011 0.3620
O 0.467638 0.448945 0.136353 -6.447 -4.059 -0.092 -0.6375
Au 2.124281 1.215756 0.749874 5.645 2.183 5.289 0.7134
H -0.200595 -2.114756 0.712503 -0.135 0.084 -0.121 0.2513
H -1.986427 -1.645056 1.064278 0.235 0.010 0.007 0.2577
H -1.464327 0.722636 0.728348 -0.093 -0.283 -0.160 0.2318
O 1.929435 1.356585 -1.205794 -0.220 -0.260 -1.689 -0.5896
C 0.811693 0.804603 -1.311573 -1.631 1.088 -5.400 0.9539
O 0.025365 0.630672 -2.199232 1.181 -0.365 2.556 -0.4723
```
Forces are in eV/Å.

=====

No. 4
Molecular formula: C3H3BiFO4
Method: DFT, the ωB97M-V functional and the def2-TZVPD basis

Calculated values
2S+1: 2
charge: +4
frontier orbital gap (alpha / beta): 5.8 / 5.7 eV
⟨S²⟩: 0.778

```
12
Properties=species:S:1:pos:R:3:forces:R:3:nbo_charge:R:1
C -1.654289 -0.893247 0.531408 -0.503 -1.002 -0.183 0.4831
C -1.007516 0.418294 0.282500 -0.382 -0.042 -0.251 -0.2716
O 0.356808 0.284867 0.154150 1.471 -0.029 -0.586 -0.2544
O -2.881573 -1.079416 0.676827 0.132 0.188 0.015 0.1130
H -1.104280 -1.848020 0.562148 -0.160 0.117 0.164 0.2981
H -1.285193 1.127117 1.092094 0.246 0.292 -0.127 0.3694
H -1.421870 0.862067 -0.648185 -0.175 0.313 0.025 0.3731
F -3.599113 0.106377 0.582254 0.066 -0.054 0.048 0.0365
C 1.431521 0.315503 -1.386992 -4.621 0.378 0.397 0.9765
O 2.582441 0.061061 -1.323058 1.504 -0.100 -1.406 -0.2549
Bi 5.130870 0.886148 -0.233770 1.969 0.474 0.304 2.6874
O 3.452197 -0.240747 -0.289377 0.453 -0.534 1.600 -0.5563
```
Forces are in eV/Å.

=====

Which of these has the lowest charge?
C3H39O17